[1]
C31H63Cl2F2IN2O4Si2 | ωB97M-V with the def2-TZVPD basis set

Properties
⟨S²⟩   2.0095
LUMO energy (alpha / beta)   -0.1340 / -0.3586 eV
Multiplicity   3
Kohn-Sham gap (alpha / beta)   0.324 / 0.336 Eh

```
107
C31H63Cl2F2IN2O4Si2 | the OMol25 dataset | ωB97M-V with the def2-TZVPD basis set
C 7.6356 0.4061 3.5783
C 7.6342 -0.4179 2.1378
O 6.7073 0.1989 1.1331
C 5.3594 0.2104 1.7226
C 4.1458 0.3562 0.5825
Si 2.4830 0.2815 1.6258
O 1.7552 -1.2731 1.2413
Si 1.3467 -2.0047 2.8262
F 0.5470 -0.7885 3.8852
C 0.0261 -3.3637 2.4412
C -1.4634 -2.9487 2.9844
C -2.1319 -1.6388 2.2619
F -3.3152 -2.0130 1.4539
C 2.8946 -2.6322 3.7843
I 2.4816 -3.2595 5.8590
C 3.7343 -3.7871 2.9201
C 5.1354 -4.2540 3.6925
C 1.3383 1.8060 1.3353
Cl 2.2147 3.3183 0.6888
C 0.5022 2.2842 2.6752
C 1.4386 2.5558 3.9960
Cl -0.5176 3.8401 2.3794
H 6.8860 -0.1730 4.2850
H 7.1600 1.4913 3.4433
H 8.7100 0.5409 4.0340
H 7.3087 -1.5501 2.3294
H 8.7310 -0.4557 1.7173
H 5.1712 1.1207 2.4709
H 5.1842 -0.8285 2.2815
H 4.1781 -0.5046 -0.2224
H 4.2668 1.4355 0.1130
H 2.8264 0.2346 3.0688
H -0.0723 -3.4896 1.2581
H 0.4028 -4.4265 2.8233
H -1.4479 -2.7144 4.1523
H -2.1952 -3.8661 2.7764
H -2.4917 -0.8909 3.1165
H -1.4154 -1.0276 1.5681
H 3.6338 -1.7003 3.8704
H 3.9449 -3.4031 1.8102
H 2.9943 -4.7169 2.8513
H 5.5438 -3.4048 4.4013
H 5.9685 -4.5802 2.9078
H 4.9593 -5.2141 4.3778
H 0.5100 1.5410 0.5180
H -0.2892 1.4412 2.9186
H 1.0854 3.5240 4.5948
H 2.5805 2.6982 3.7671
H 1.3084 1.6249 4.7174
C -7.1900 0.1972 -0.5370
C -7.1727 1.6516 0.0127
C -7.3203 2.6559 -1.1625
C -6.0548 2.7805 -2.0101
C -4.8415 3.0939 -1.1396
C -4.6581 2.0936 0.0324
N -5.9216 1.8815 0.8139
O -6.1287 3.0283 1.6028
C -4.1369 0.7364 -0.5094
C -3.4739 2.5881 0.9263
C -8.4680 1.7157 0.8914
H -6.7174 -0.4996 0.1646
H -8.2129 -0.1664 -0.6940
H -6.7050 0.0980 -1.5089
H -7.5746 3.6519 -0.7756
H -8.1546 2.3604 -1.8107
H -5.8836 1.8636 -2.5821
H -6.1883 3.5781 -2.7512
H -3.9442 3.1045 -1.7714
H -4.9486 4.1140 -0.7498
H -4.0783 -0.0107 0.2913
H -3.1300 0.8407 -0.9297
H -4.7362 0.3220 -1.3171
H -3.6309 3.5978 1.3253
H -2.5401 2.6321 0.3508
H -3.3053 1.9092 1.7704
H -8.4099 1.0146 1.7273
H -9.3536 1.4560 0.2988
H -8.6599 2.7194 1.2920
C 0.2330 1.1009 -5.2056
C 1.6536 0.5319 -4.9304
C 1.9365 -0.6543 -5.8920
C 1.1712 -1.9244 -5.5222
C 1.4097 -2.3021 -4.0633
C 1.1157 -1.1403 -3.0775
N 1.7784 0.1434 -3.4834
O 3.1503 0.0211 -3.1946
C -0.4164 -0.9288 -2.9537
C 1.5204 -1.5969 -1.6375
C 2.5953 1.7233 -5.3150
H -0.1510 1.6503 -4.3386
H 0.2330 1.8065 -6.0453
H -0.4918 0.3346 -5.4834
H 3.0097 -0.8879 -5.8945
H 1.6846 -0.3748 -6.9225
H 0.1008 -1.7965 -5.7100
H 1.4950 -2.7480 -6.1703
H 0.7901 -3.1735 -3.8161
H 2.4508 -2.6315 -3.9561
H -0.6442 -0.0594 -2.3253
H -0.8978 -1.7981 -2.4910
H -0.9247 -0.8014 -3.9069
H 2.5756 -1.8867 -1.5606
H 0.9417 -2.4770 -1.3280
H 1.3286 -0.8057 -0.9032
H 2.4214 2.5854 -4.6670
H 2.4173 2.0418 -6.3493
H 3.6589 1.4576 -5.2626
```

=====

[2]
C31H63FNO13 | ωB97M-V with the def2-TZVPD basis set

Properties
LUMO energy   -2.9709 eV
Multiplicity   1
Kohn-Sham gap   0.303 Eh
Total charge   +1

```
109
C31H63FNO13 | the OMol25 dataset | ωB97M-V with the def2-TZVPD basis set
C -0.6195 8.1959 4.3093
O -1.6238 8.1323 3.3085
C -1.2655 7.3884 2.1617
C -2.4918 6.7140 1.6198
C -2.1715 5.8911 0.3790
C -1.6727 4.4757 0.7138
C -2.7965 3.4305 0.6107
C -2.6459 2.2190 1.5635
C -2.6036 0.8364 0.8562
C -1.4207 -0.0801 1.2514
C -0.7118 -0.7220 0.0676
C 0.3181 0.1424 -0.6608
C 1.3957 0.7313 0.2200
C 1.0580 2.1631 0.6582
C 2.4147 2.9418 0.8617
F 2.3080 4.0757 0.1233
C 3.4089 1.9685 0.3098
N 2.6415 1.0389 -0.5758
H 0.3676 7.9680 3.9230
H -0.8969 7.5251 5.1199
H -0.5886 9.1970 4.7241
H -0.8979 8.0722 1.3919
H -0.4743 6.6644 2.3637
H -2.9483 6.0647 2.3619
H -3.2039 7.4772 1.3369
H -1.3845 6.3748 -0.1910
H -3.0313 5.7845 -0.2697
H -1.2284 4.4221 1.7022
H -0.9558 4.2218 -0.0550
H -3.7339 3.9237 0.8353
H -2.8453 3.0640 -0.4072
H -1.7744 2.3158 2.2046
H -3.5028 2.2189 2.2227
H -2.6853 0.9476 -0.2209
H -3.5057 0.3341 1.1751
H -1.8549 -0.8972 1.8125
H -0.7552 0.4223 1.9443
H -0.2311 -1.6380 0.3946
H -1.4408 -1.0196 -0.6736
H 0.8201 -0.4995 -1.3835
H -0.2006 0.9044 -1.2306
H 1.7397 0.1294 1.0524
H 0.4180 2.1722 1.5190
H 0.6678 2.6043 -0.2499
H 2.4757 3.1199 1.9252
H 4.2624 2.4414 -0.1624
H 3.8774 1.3675 1.0775
H 3.2294 0.2509 -0.8509
H 2.4528 1.5897 -1.4205
C 3.4390 4.5662 -3.1107
C 4.0350 5.7911 -2.4428
O 4.2492 6.8374 -3.3892
C 3.1520 7.5276 -3.7268
O 2.0433 7.3449 -3.2892
O 3.5017 8.4454 -4.6220
C 2.4153 9.2280 -5.1306
H 4.0542 4.2522 -3.9546
H 3.3651 3.7396 -2.3988
H 2.4417 4.7764 -3.4960
H 5.0146 5.5497 -2.0324
H 3.4123 6.1434 -1.6205
H 1.8398 9.6708 -4.3214
H 1.7726 8.6131 -5.7583
H 2.8547 10.0177 -5.7323
C -3.1022 -7.5747 1.4352
C -2.6523 -6.2606 2.0338
O -2.5431 -5.2288 1.0359
C -3.6950 -4.6733 0.6604
O -4.7886 -4.9316 1.0894
O -3.4253 -3.7654 -0.2884
C -4.5859 -3.1380 -0.8416
H -2.4488 -7.8629 0.6107
H -3.0838 -8.3605 2.1904
H -4.1145 -7.5021 1.0387
H -1.6545 -6.3663 2.4567
H -3.3165 -5.9361 2.8347
H -5.2179 -2.7224 -0.0599
H -5.1493 -3.8508 -1.4411
H -4.2328 -2.3339 -1.4825
C 0.2500 -2.1430 -4.5214
C 1.5561 -2.8734 -4.2866
O 2.3711 -2.8875 -5.4618
C 3.0397 -1.7567 -5.6954
O 3.0359 -0.7728 -4.9899
O 3.7185 -1.9019 -6.8272
C 4.4439 -0.7422 -7.2498
H -0.2788 -2.5650 -5.3757
H -0.3892 -2.2189 -3.6401
H 0.4225 -1.0876 -4.7332
H 1.3600 -3.9156 -4.0423
H 2.1159 -2.4419 -3.4555
H 5.0899 -0.3739 -6.4563
H 3.7528 0.0369 -7.5670
H 5.0530 -1.0463 -8.0953
C 1.2535 -11.9154 5.2106
C 1.1663 -10.7712 4.2235
O -0.1927 -10.3530 4.0167
C -0.7078 -9.5805 4.9726
O -0.1395 -9.1888 5.9597
O -1.9771 -9.3118 4.6459
C -2.6864 -8.5479 5.6248
H 0.6067 -12.7365 4.8993
H 2.2781 -12.2800 5.2799
H 0.9325 -11.6021 6.2032
H 1.5249 -11.0918 3.2471
H 1.7750 -9.9236 4.5374
H -2.1433 -7.6417 5.8847
H -2.8631 -9.1489 6.5151
H -3.6413 -8.2794 5.1804
```

=====

[3]
C31H63FO12S7 | ωB97M-V with the def2-TZVPD basis set

Properties
LUMO energy   -0.5968 eV
Multiplicity   1
Kohn-Sham gap   0.294 Eh

```
114
C31H63FO12S7 | the OMol25 dataset | ωB97M-V with the def2-TZVPD basis set
C 4.5145 -1.4297 3.2691
C 4.8939 -2.1094 1.9580
C 5.4487 -1.1620 0.8700
C 4.8545 0.2465 0.8307
C 3.5268 0.3742 0.0354
C 2.2963 0.5526 0.8752
C 1.5622 -0.4046 1.4449
F 1.8163 -1.7096 1.3035
C 0.4216 -0.0787 2.3511
O 0.1903 -0.7544 3.3339
C -0.3539 1.1479 1.9693
C -1.8489 1.2452 2.2083
C -2.5619 0.0011 2.7351
C -2.5193 -1.1540 1.7199
C -3.8692 -1.4899 1.1292
O -4.9249 -1.1686 1.5993
O -3.8096 -2.1388 -0.0564
C 0.3510 2.1325 1.3833
C -0.2040 3.4355 0.8924
C -0.2770 3.4337 -0.6281
O 0.0159 4.3819 -1.3106
C 1.8240 1.9401 1.1606
O 2.5947 2.8795 1.1981
H 4.4264 -2.1669 4.0715
H 3.5531 -0.9128 3.2136
H 5.2663 -0.6896 3.5475
H 5.6838 -2.8334 2.1858
H 4.0659 -2.7033 1.5650
H 6.5325 -1.1060 0.9656
H 5.2555 -1.6168 -0.1035
H 5.5762 0.8845 0.3155
H 4.7369 0.6786 1.8245
H 3.3935 -0.4695 -0.6444
H 3.6075 1.2699 -0.5832
H -2.0469 2.0661 2.9062
H -2.3232 1.5415 1.2666
H -3.5950 0.2830 2.9416
H -2.1303 -0.3219 3.6787
H -1.8678 -0.8705 0.8836
H -2.0852 -2.0542 2.1634
H -2.8815 -2.2861 -0.2847
H -1.2198 3.5987 1.2629
H 0.4301 4.2710 1.1921
H -0.6346 2.4881 -1.0812
C 6.7202 3.3454 5.2326
S 6.8731 1.5583 5.3453
O 7.0575 1.0568 3.9590
C 5.1559 1.2544 5.7823
H 7.6857 3.7385 4.9221
H 5.9615 3.5962 4.4913
H 6.4555 3.7486 6.2102
H 4.5082 1.6575 5.0033
H 4.9401 1.7187 6.7446
H 5.0191 0.1776 5.8541
C -7.4262 3.2121 3.0162
S -6.2922 2.1832 3.9487
O -4.9226 2.4636 3.4270
C -6.8062 0.6297 3.2201
H -7.2331 4.2493 3.2870
H -7.2575 3.0608 1.9516
H -8.4501 2.9426 3.2697
H -6.6738 0.6742 2.1410
H -7.8478 0.4268 3.4695
H -6.1670 -0.1487 3.6288
C 7.9782 -4.1811 -1.8908
S 8.3481 -2.4968 -1.4058
O 7.1288 -1.7002 -1.7094
C 9.5098 -2.1637 -2.7363
H 7.2301 -4.5677 -1.2023
H 7.5681 -4.1803 -2.8991
H 8.8810 -4.7905 -1.8352
H 9.0123 -2.3212 -3.6932
H 10.3732 -2.8217 -2.6376
H 9.8256 -1.1266 -2.6460
C -5.5786 -0.8057 -2.6152
S -5.0028 -2.2095 -3.5697
O -3.6023 -1.8850 -3.9572
C -6.0592 -1.9403 -4.9975
H -4.9996 -0.7809 -1.6958
H -5.4215 0.1081 -3.1885
H -6.6337 -0.9395 -2.3765
H -5.8592 -0.9547 -5.4180
H -7.1012 -2.0255 -4.6907
H -5.8277 -2.7106 -5.7300
C -12.1227 2.5954 0.1770
S -10.3696 2.9453 0.0014
O -9.6659 2.1237 1.0214
C -10.4430 4.6190 0.6511
H -12.2844 1.5659 -0.1346
H -12.4128 2.7171 1.2203
H -12.6923 3.2675 -0.4646
H -10.8532 4.5973 1.6607
H -11.0587 5.2355 -0.0035
H -9.4271 5.0081 0.6716
C 1.2610 0.9716 -4.8970
S -0.3671 0.6416 -4.2092
O -0.1916 0.5436 -2.7344
C -0.5085 -1.0346 -4.8369
H 1.5576 1.9701 -4.5831
H 1.9687 0.2371 -4.5122
H 1.2095 0.9272 -5.9849
H 0.3265 -1.6314 -4.4662
H -0.5108 -1.0117 -5.9271
H -1.4505 -1.4458 -4.4783
C 3.1233 -4.9700 -4.6403
S 4.7590 -4.2703 -4.8895
O 5.6549 -4.9159 -3.8933
C 4.3776 -2.6440 -4.2292
H 3.1610 -6.0140 -4.9438
H 2.8574 -4.8983 -3.5858
H 2.4035 -4.4334 -5.2587
H 4.0219 -2.7449 -3.2041
H 3.6257 -2.1659 -4.8577
H 5.2952 -2.0591 -4.2383
```

=====

[4]
C31H64BFNO12P2S | ωB97M-V with the def2-TZVPD basis set

Properties
LUMO energy   2.1446 eV
Multiplicity   1
Kohn-Sham gap   0.262 Eh
Total charge   -1

```
113
C31H64BFNO12P2S | the OMol25 dataset | ωB97M-V with the def2-TZVPD basis set
C 2.4135 4.1196 0.5521
C 1.1549 3.1005 0.9697
C 0.9992 2.0506 -0.2798
F 0.6049 2.8544 -1.4724
C 0.0405 0.7538 0.0156
P 0.8195 -0.1607 1.5493
O 0.2631 0.4524 2.9329
O -1.3416 0.9410 0.4857
B -2.0968 -0.1616 -0.2067
C -3.3359 -0.8875 0.6336
C -4.7189 -0.0245 0.2842
C -5.3710 0.8563 1.5153
C -6.7156 1.7756 1.2432
C -7.4307 1.8275 -0.2442
C -8.7387 2.8129 -0.4208
C -6.7907 0.9159 -1.4600
C -5.4458 -0.0148 -1.2047
O -1.1106 -1.1757 -0.7199
C 0.0030 -0.3439 -1.2019
S -0.5604 0.1616 -2.9164
P 1.7121 -1.1297 -1.5540
N 1.6137 -2.3521 -2.6523
H 2.8659 4.6666 1.4825
H 3.2299 3.4073 0.0523
H 2.0826 4.8580 -0.3183
H 1.4711 2.6209 1.9893
H 0.1992 3.7868 1.1035
H 2.0885 1.6263 -0.4983
H 0.6067 -1.5857 1.5221
H 2.2504 0.1745 1.5544
H -2.7051 0.4669 -1.0036
H -3.1189 -0.9384 1.7898
H -3.4550 -1.9960 0.2090
H -4.8821 0.8305 2.5937
H -7.1670 2.4105 2.1251
H -9.4012 2.7130 0.5603
H -9.3540 2.4690 -1.3636
H -8.4408 3.9524 -0.4885
H -7.3013 0.9595 -2.5165
H -4.9783 -0.6844 -2.0699
H 0.2257 1.2186 -3.4303
H 2.3287 -1.6939 -0.3808
H 2.5542 -0.0504 -2.0805
H 2.2129 -2.0141 -3.4638
C 1.7556 10.0962 5.1252
O 3.1180 9.6917 5.1012
C 3.3491 8.3817 5.6017
C 4.0803 7.4761 4.6022
O 3.4363 7.2144 3.3528
C 3.1830 8.3253 2.4892
C 4.3905 9.1252 1.9710
O 5.1380 9.7378 3.0075
C 6.5144 9.3833 3.0346
H 1.5729 10.7022 6.0146
H 1.5699 10.7134 4.2428
H 1.0646 9.2491 5.0967
H 2.4191 7.8979 5.9253
H 3.9851 8.4897 6.4872
H 4.1964 6.4951 5.0801
H 5.1004 7.8172 4.4276
H 2.4405 8.9798 2.9386
H 2.6856 7.9009 1.6107
H 4.0137 9.9343 1.3360
H 5.0196 8.4832 1.3401
H 6.7016 8.4024 2.5825
H 6.8373 9.3401 4.0770
H 7.1013 10.1516 2.5230
C -8.1444 -4.4829 2.1072
O -6.7820 -4.8874 2.0833
C -6.5509 -6.1974 2.5838
C -5.8197 -7.1030 1.5843
O -6.4637 -7.3647 0.3349
C -6.7170 -6.2538 -0.5287
C -5.5095 -5.4539 -1.0469
O -4.7620 -4.8413 -0.0104
C -3.3856 -5.1958 0.0167
H -8.3271 -3.8769 2.9967
H -8.3301 -3.8657 1.2249
H -8.8354 -5.3300 2.0788
H -7.4809 -6.6812 2.9074
H -5.9149 -6.0894 3.4693
H -5.7036 -8.0840 2.0622
H -4.7996 -6.7619 1.4097
H -7.4595 -5.5993 -0.0793
H -7.2144 -6.6782 -1.4072
H -5.8863 -4.6448 -1.6819
H -4.8804 -6.0959 -1.6778
H -3.1984 -6.1767 -0.4354
H -3.0627 -5.2390 1.0591
H -2.7987 -4.4275 -0.4949
C 4.9125 -3.9724 -1.8863
O 5.0944 -5.0942 -2.7400
C 3.9731 -5.3943 -3.5601
C 4.3152 -5.4371 -5.0550
O 4.8169 -4.2393 -5.6533
C 6.0563 -3.7202 -5.1650
C 7.3109 -4.5991 -5.3052
O 7.2163 -5.8209 -4.5934
C 7.3992 -6.9853 -5.3882
H 4.6254 -4.3170 -0.8910
H 5.8679 -3.4480 -1.8078
H 4.1703 -3.2671 -2.2706
H 3.1447 -4.6949 -3.3915
H 3.6237 -6.3899 -3.2652
H 3.3857 -5.6630 -5.5928
H 4.9758 -6.2715 -5.2890
H 5.9325 -3.3704 -4.1432
H 6.2401 -2.8128 -5.7501
H 8.1577 -4.0518 -4.8772
H 7.5339 -4.7632 -6.3680
H 7.1408 -6.8174 -6.4401
H 6.7451 -7.7704 -5.0026
H 8.4349 -7.3274 -5.3051
```

=====

Which value of multiplicity does entry 1 give?
3